[1]
Formula: C29H44BrN3P2Pt
Source: the OMol25 dataset
Level of theory: the ωB97M-V functional and the def2-TZVPD basis

XYZ file:
```
80
C29H44BrN3P2Pt (the ωB97M-V functional and the def2-TZVPD basis)
C -0.01 6.61 -3.54
C -0.14 5.26 -3.94
C -0.51 5.06 -5.28
C -0.76 6.17 -6.13
N -0.66 7.46 -5.73
C -0.28 7.66 -4.45
C 0.12 4.18 -3.07
C 0.46 3.63 -2.04
C 0.23 2.97 -0.84
C 0.94 2.92 0.34
C 0.66 1.89 1.31
C -0.27 0.79 1.11
C -1.24 1.18 -0.05
C -0.91 2.21 -0.97
Pt 0.11 -0.08 -1.07
P 1.99 -1.42 0.85
H -0.60 4.06 -5.69
H 0.31 6.87 -2.54
H -1.06 6.01 -7.20
H -0.19 8.74 -4.15
H -1.56 2.33 -1.82
H 1.72 3.69 0.35
H -2.25 0.79 -0.01
H 1.36 1.92 2.15
C 2.75 -3.10 1.33
C 3.93 -3.63 0.54
H 1.94 -3.84 1.31
H 3.03 -3.00 2.39
H 4.24 -4.58 1.00
H 3.69 -3.84 -0.51
H 4.80 -2.95 0.57
C 2.66 -1.18 -0.91
C 3.81 -0.20 -1.07
H 1.79 -0.78 -1.57
H 2.90 -2.17 -1.33
H 3.98 -0.07 -2.15
H 3.59 0.79 -0.65
H 4.74 -0.60 -0.64
C 2.97 -0.31 1.95
C 4.41 -0.73 2.23
H 2.39 -0.28 2.89
H 2.94 0.70 1.52
H 4.91 0.06 2.80
H 4.48 -1.65 2.82
H 4.99 -0.87 1.31
Br 0.46 -1.99 2.96
P -1.21 -1.95 -0.09
C 0.02 -3.53 -0.37
C -0.13 -4.77 -1.23
H 0.25 -3.84 0.65
H 0.95 -3.04 -0.70
H 0.87 -5.18 -1.41
H -0.67 -5.57 -0.73
H -0.58 -4.58 -2.20
C -2.96 -2.25 1.30
C -4.08 -3.26 1.15
H -3.42 -1.28 1.49
H -2.41 -2.45 2.23
H -4.61 -3.44 2.11
H -4.89 -2.90 0.50
H -3.82 -4.24 0.77
C -2.02 -1.50 -1.83
C -2.36 -2.44 -2.97
H -1.30 -0.72 -2.26
H -2.92 -0.90 -1.61
H -2.69 -1.84 -3.83
H -1.53 -3.04 -3.34
H -3.18 -3.12 -2.76
C -2.66 0.63 5.91
N -2.50 0.66 4.46
C -3.22 1.43 3.56
C -2.71 1.17 2.32
N -1.59 0.33 2.44
C -1.53 0.04 3.75
H -3.42 1.36 6.16
H -2.98 -0.36 6.27
H -1.72 0.89 6.41
H -3.99 2.09 3.89
H -3.02 1.59 1.37
H -0.82 -0.63 4.22
```

## Properties
- Multiplicity: 3
- HOMO-LUMO gap (alpha / beta): 0.2090 / 0.2189 Ha
- Net charge: +2
- Expectation value of S²: 2.04
- Energy relative to the best compared isomer or geometry (same formula, charge and spin): 880.4 kJ/mol

***

[2]
Formula: C26H51Br8F6N6O8RbS2
Source: the OMol25 dataset
Level of theory: the ωB97M-V functional and the def2-TZVPD basis

XYZ file:
```
108
C26H51Br8F6N6O8RbS2 (the ωB97M-V functional and the def2-TZVPD basis)
Rb 2.32 0.19 -1.09
C 1.66 -2.35 1.09
F 1.93 -2.78 -0.13
F 1.62 -3.43 1.95
F 2.63 -1.49 1.50
S -0.02 -1.35 1.09
O -1.06 -2.26 0.59
O -0.20 -0.96 2.45
N 0.40 0.02 0.02
S -1.04 0.66 -0.09
O -1.86 0.20 -1.25
O -1.79 0.78 1.16
C -0.40 2.44 -0.53
F -0.09 2.48 -1.81
F -1.39 3.23 -0.36
F 0.58 2.87 0.22
C 1.10 4.58 -5.30
O 0.01 4.25 -5.83
N 1.37 4.29 -3.97
C 2.69 4.68 -3.46
C 0.40 3.87 -3.08
H 1.94 5.05 -5.83
H 2.51 5.55 -2.82
H 3.44 4.93 -4.21
H 3.08 3.95 -2.75
H -0.50 3.45 -3.54
H 0.75 3.15 -2.34
H 0.06 4.67 -2.43
C -0.75 -1.19 -2.97
O -0.71 -0.33 -3.84
N 0.06 -2.26 -2.86
C 1.06 -2.64 -3.85
C -0.20 -3.14 -1.75
H -1.54 -1.14 -2.20
H 1.02 -2.03 -4.76
H 0.87 -3.68 -4.11
H 2.06 -2.69 -3.42
H 0.70 -3.52 -1.27
H -0.71 -2.55 -0.99
H -0.82 -3.99 -2.03
C 0.38 -5.97 -1.67
O 0.20 -6.25 -2.86
N 1.39 -5.23 -1.25
C 2.39 -4.52 -2.12
C 1.62 -5.06 0.22
H -0.24 -6.37 -0.85
H 3.36 -4.92 -1.80
H 2.38 -3.49 -1.78
H 2.14 -4.64 -3.17
H 2.66 -5.17 0.53
H 1.25 -4.05 0.40
H 1.01 -5.65 0.91
C 2.65 -2.77 5.03
O 3.42 -3.23 5.96
N 1.35 -2.98 4.99
C 0.52 -2.19 4.04
C 0.63 -3.88 5.88
H 2.99 -2.09 4.24
H 0.45 -2.74 3.10
H 1.07 -1.32 3.69
H -0.41 -1.76 4.43
H 1.28 -4.48 6.51
H 0.01 -3.25 6.52
H -0.04 -4.53 5.33
C -3.31 2.66 -2.82
C -2.14 2.42 -3.64
C -1.49 1.04 -3.49
C -2.47 0.01 -3.95
N -3.23 -0.78 -4.35
H -3.64 3.70 -2.84
H -3.01 2.66 -1.77
H -4.12 1.96 -2.98
H -1.34 3.13 -3.46
H -2.52 2.56 -4.65
H -1.11 0.85 -2.49
H -0.62 1.07 -4.15
Br 2.26 7.36 1.51
C 2.27 5.40 1.73
C 1.87 4.63 0.47
Br 0.17 5.38 -0.23
H 1.55 5.30 2.54
H 3.24 5.16 2.17
H 1.63 3.58 0.63
H 2.66 4.58 -0.29
Br -1.44 2.99 4.05
C -2.28 3.39 2.33
C -3.40 2.35 2.05
Br -4.13 2.64 0.25
H -1.59 3.50 1.49
H -2.73 4.38 2.34
H -4.26 2.18 2.69
H -2.95 1.36 1.99
Br 1.10 3.91 3.59
C 0.41 2.12 2.92
C 1.55 1.17 2.67
Br 1.78 0.12 4.35
H -0.08 2.25 1.96
H -0.33 1.65 3.57
H 2.47 1.70 2.43
H 1.24 0.45 1.92
Br -5.48 -2.34 2.41
C -3.83 -3.45 2.53
C -2.62 -2.55 2.37
Br -0.93 -3.43 3.14
H -3.79 -4.25 1.80
H -3.87 -3.89 3.53
H -2.70 -1.59 2.88
H -2.40 -2.27 1.33
```

## Properties
- HOMO-LUMO gap: 0.1921 Ha
- Net charge: 0

***

[3]
Formula: C3H3N3OS
Source: the OMol25 dataset
Level of theory: the ωB97M-V functional and the def2-TZVPD basis

XYZ file:
```
11
C3H3N3OS (the ωB97M-V functional and the def2-TZVPD basis)
S -1.33 -1.56 -1.49
N -1.06 0.16 -1.12
C -0.22 0.29 -0.17
C 0.44 -0.73 0.63
C 1.29 -0.35 1.59
N 1.65 1.00 1.69
N 1.12 1.86 0.97
O 0.10 1.56 0.04
H -2.35 -1.24 -2.37
H 0.07 -1.74 0.57
H 1.83 -0.96 2.30
```

## Properties
- SMILES: S/N=c1\ccnno1
- HOMO-LUMO gap: 0.2851 Ha
- Net charge: 0
- Energy relative to the best compared isomer or geometry (same formula, charge and spin): 454.8 kJ/mol

***

[4]
Formula: C36H67BInN6O4SSi
Source: the OMol25 dataset
Level of theory: the ωB97M-V functional and the def2-TZVPD basis

XYZ file:
```
117
C36H67BInN6O4SSi (the ωB97M-V functional and the def2-TZVPD basis)
In 1.58 -4.34 -4.70
C 1.80 5.52 4.16
C 1.64 4.04 4.15
C 1.45 3.23 5.27
C 1.32 1.98 4.71
N 1.33 2.01 3.39
N 1.63 3.29 3.04
B 2.01 3.75 1.61
N 0.70 4.22 0.82
N -0.35 3.38 0.34
C -0.92 4.10 -0.62
C -0.37 5.35 -0.84
C 0.65 5.38 0.16
C 1.61 6.57 0.24
C -2.06 3.60 -1.56
C -1.48 3.50 -2.95
C -2.53 2.17 -0.97
C -3.23 4.68 -1.53
N 2.72 2.65 0.84
N 2.36 2.51 -0.45
C 2.88 1.40 -0.89
C 3.61 0.72 0.13
C 3.47 1.58 1.20
C 3.96 1.47 2.60
C 2.47 0.90 -2.31
C 2.94 -0.65 -2.49
C 1.01 1.09 -2.45
C 3.18 1.65 -3.41
C 0.81 0.66 5.29
C -0.06 -0.08 4.28
C 0.22 0.85 6.67
C 1.97 -0.40 5.49
H 1.09 6.05 3.58
H 1.49 5.81 5.18
H 2.77 6.00 4.08
H 1.63 3.40 6.31
H 2.60 4.83 1.69
H -0.55 6.22 -1.53
H 1.33 7.26 1.05
H 2.59 6.30 0.49
H 1.54 7.06 -0.75
H -0.62 2.70 -2.92
H -2.30 3.18 -3.64
H -1.00 4.47 -3.27
H -1.81 1.86 -0.21
H -3.54 2.10 -0.46
H -2.62 1.39 -1.69
H -3.28 4.98 -0.49
H -2.79 5.57 -1.99
H -4.14 4.21 -1.87
H 4.22 -0.19 -0.04
H 3.55 2.28 3.16
H 3.72 0.53 3.10
H 4.99 1.67 2.68
H 4.04 -0.71 -2.75
H 2.82 -1.04 -1.50
H 2.56 -1.26 -3.38
H 0.34 0.66 -1.67
H 0.72 2.14 -2.39
H 0.74 0.72 -3.47
H 3.05 2.72 -3.37
H 4.20 1.49 -3.55
H 2.73 1.42 -4.42
H 0.54 -0.05 3.41
H -0.38 -1.19 4.52
H -0.91 0.37 3.81
H -0.81 0.94 6.53
H 0.31 -0.05 7.36
H 0.67 1.68 7.09
H 2.91 -0.04 5.91
H 1.56 -1.18 6.10
H 2.13 -0.72 4.53
C -1.29 -2.27 1.52
C -0.40 -1.71 0.55
C -0.75 -1.40 -0.70
C 0.96 -1.33 0.98
O -1.96 -4.89 -4.67
Si -1.65 -3.65 -3.70
S -0.09 -2.52 -4.67
O -1.17 -4.45 -2.24
C -1.14 -5.69 -1.54
C -2.05 -5.74 -0.24
C -1.52 -6.99 -2.41
C 0.13 -5.82 -0.85
O -2.58 -2.39 -3.42
C -4.16 -2.54 -3.25
C -4.75 -3.17 -4.56
C -4.67 -3.17 -1.98
C -4.38 -1.06 -3.27
H -2.26 -1.92 1.39
H -1.11 -2.01 2.58
H -1.26 -3.42 1.56
H -0.32 -0.70 -1.41
H -1.89 -1.67 -0.77
H 6.62 -9.83 0.66
H 1.76 -1.33 0.13
H 1.39 -2.16 1.53
H 1.14 -0.52 1.58
H -3.12 -5.75 -0.65
H -1.85 -4.85 0.33
H -1.77 -6.60 0.33
H -1.85 -6.53 -3.36
H -2.34 -7.54 -1.84
H -0.79 -7.77 -2.69
H 0.08 -5.02 -0.06
H 0.93 -5.44 -1.46
H 0.43 -6.73 -0.41
H -5.72 -3.54 -4.16
H -4.27 -4.14 -4.51
H -4.42 -2.76 -5.40
H -4.68 -4.40 -2.14
H -5.66 -2.82 -1.71
H -3.99 -2.87 -1.16
H -4.06 -0.64 -2.27
H -5.43 -0.81 -3.58
H -3.66 -0.51 -4.07
O 7.19 -9.31 1.59
```

## Properties
- HOMO-LUMO gap (alpha / beta): 0.1435 / 0.1572 Ha
- Net charge: -1

***

[5]
Formula: C29H25BrN7PPt
Source: the OMol25 dataset
Level of theory: the ωB97M-V functional and the def2-TZVPD basis

XYZ file:
```
64
C29H25BrN7PPt (the ωB97M-V functional and the def2-TZVPD basis)
Pt -0.18 -0.21 1.17
N -1.30 2.03 0.94
C -1.61 2.57 -0.37
C -2.36 3.73 -0.56
C -2.56 4.20 -1.85
C -2.01 3.53 -2.94
C -1.27 2.38 -2.74
C -1.08 1.90 -1.44
P -0.04 0.47 -1.09
C -0.53 -0.73 -2.34
C 0.38 -1.61 -2.92
C -0.04 -2.53 -3.87
C -1.38 -2.58 -4.23
C -2.30 -1.71 -3.65
C -1.87 -0.79 -2.70
C 1.62 1.11 -1.48
C 2.40 1.68 -0.47
C 3.64 2.23 -0.76
C 4.12 2.20 -2.07
C 3.35 1.65 -3.08
C 2.10 1.12 -2.80
H -0.85 2.72 1.53
H -2.13 1.72 1.42
H -2.77 4.25 0.30
H -3.14 5.10 -2.00
H -2.16 3.91 -3.94
H -0.85 1.85 -3.59
H 1.43 -1.58 -2.65
H 0.67 -3.21 -4.32
H -1.72 -3.29 -4.98
H -3.34 -1.75 -3.93
H -2.59 -0.11 -2.26
H 2.04 1.70 0.54
H 4.25 2.67 0.03
H 5.10 2.62 -2.29
H 3.71 1.65 -4.10
H 1.50 0.69 -3.60
N 0.16 -3.49 4.19
C -0.36 -2.32 3.87
N 0.12 -1.96 2.69
C 0.96 -3.00 2.35
N 1.02 -3.94 3.25
C 1.81 -2.99 1.15
C 2.59 -4.10 0.82
N 3.46 -4.06 -0.18
C 3.57 -2.90 -0.83
C 2.78 -1.81 -0.52
N 1.86 -1.86 0.46
H 0.00 -4.04 5.02
H -1.07 -1.78 4.49
H 2.50 -5.02 1.40
H 4.31 -2.83 -1.63
H 2.89 -0.88 -1.05
Br -3.83 1.31 6.75
C -2.84 0.91 5.23
C -1.55 1.38 5.10
C -0.84 1.07 3.95
N -1.37 0.32 2.97
C -2.63 -0.14 3.11
C -3.40 0.14 4.22
H -1.09 1.99 5.88
H 0.17 1.42 3.81
H -3.02 -0.74 2.30
H -4.41 -0.24 4.30
```

## Properties
- Multiplicity: 3
- HOMO-LUMO gap (alpha / beta): 0.2980 / 0.2592 Ha
- Net charge: +2
- Expectation value of S²: 2.01

***

[6]
Formula: C6H4O
Source: the OMol25 dataset
Level of theory: the ωB97M-V functional and the def2-TZVPD basis

XYZ file:
```
11
C6H4O (the ωB97M-V functional and the def2-TZVPD basis)
C 3.63 0.25 0.04
C 2.47 -0.14 0.15
C 1.21 -0.65 0.45
C 0.07 0.00 -0.07
C -1.24 -0.23 0.22
C -2.60 -0.07 -0.18
O -2.12 -0.54 1.14
H 4.66 0.54 0.00
H 0.07 0.81 -0.80
H -3.10 -0.87 -0.72
H -3.06 0.92 -0.25
```

## Properties
- HOMO-LUMO gap: 0.2485 Ha
- Net charge: 0
- Energy relative to the best compared isomer or geometry (same formula, charge and spin): 531.1 kJ/mol

***

[7]
Formula: C5H4OS2
Source: the OMol25 dataset
Level of theory: the ωB97M-V functional and the def2-TZVPD basis

XYZ file:
```
12
C5H4OS2 (the ωB97M-V functional and the def2-TZVPD basis)
C -0.38 0.10 2.34
C -0.72 -0.19 1.08
C 0.33 -0.14 0.12
O 1.51 0.07 0.39
C 0.22 -0.58 -1.28
S -0.68 -1.94 -1.67
C 0.61 0.45 -2.17
S 0.25 2.08 -1.93
H -1.06 -0.03 3.18
H 0.62 0.30 2.46
H -1.71 -0.29 0.70
H 1.01 0.16 -3.22
```

## Properties
- SMILES: C=CC(=O)C(=S)C=S
- HOMO-LUMO gap: 0.2575 Ha
- Net charge: 0
- Energy relative to the best compared isomer or geometry (same formula, charge and spin): 213.6 kJ/mol

***

[8]
Formula: C3H5NO
Source: the OMol25 dataset
Level of theory: the ωB97M-V functional and the def2-TZVPD basis

XYZ file:
```
10
C3H5NO (the ωB97M-V functional and the def2-TZVPD basis)
C 2.82 -0.29 -1.21
C 2.14 0.12 -0.17
O 1.47 0.46 0.72
H 2.43 -0.66 -2.18
H 3.90 -0.46 -1.16
C -2.83 0.28 0.64
N -1.57 0.20 0.87
H -3.72 -0.22 1.09
H -3.15 0.92 -0.30
H -1.50 -0.36 1.70
```

## Properties
- SMILES: C=C=O.C=N
- HOMO-LUMO gap: 0.3718 Ha
- Net charge: 0
- Energy relative to the best compared isomer or geometry (same formula, charge and spin): 229.7 kJ/mol